1.
A molecular structure, C20H36Cl6MgO11, computed with ωB97M-V/def2-TZVPD.

Last column: Mulliken charge in e.
Atoms and positions in Å:
Mg1 -3.193 -0.931 0.597  1.048
C1 -3.868 -0.897 -2.347  -0.441
O1 -4.081 -1.530 -1.098  -0.642
H1 -3.922 -1.643 -3.140  0.325
H2 -4.606 -0.124 -2.560  0.238
H3 -2.918 -0.364 -2.379  -0.028
C2 -0.464 0.593 0.018  0.093
O2 -1.602 0.126 0.665  -0.347
H4 0.418 0.031 0.326  -0.280
H5 -0.541 0.489 -1.065  0.171
H6 -0.283 1.666 0.078  0.057
C3 1.429 -5.558 0.434  -1.304
C4 0.157 -5.163 -0.392  0.369
C5 -1.110 -6.029 -0.153  -0.461
O3 -2.049 -5.098 0.268  -0.335
C6 -1.582 -3.806 0.281  0.184
O4 -2.148 -2.780 0.593  -0.315
O5 -0.292 -3.860 -0.024  -0.110
H7 1.951 -6.374 -0.067  0.391
H8 1.120 -5.881 1.428  0.417
H9 2.175 -4.782 0.598  0.209
H10 0.380 -5.069 -1.455  0.278
H11 -0.987 -6.796 0.612  0.324
H12 -1.414 -6.439 -1.116  0.295
C7 2.609 0.261 -2.644  -1.570
C8 3.527 -0.623 -1.770  0.998
C9 2.871 -1.648 -0.847  0.379
O6 3.515 -2.821 -1.131  -0.368
C10 4.399 -2.608 -2.133  0.434
O7 5.032 -3.509 -2.631  -0.565
O8 4.407 -1.298 -2.545  -0.381
H13 3.159 0.820 -3.401  0.415
H14 1.906 0.851 -2.057  0.180
H15 1.951 -0.366 -3.246  0.438
H16 4.209 -0.025 -1.165  0.161
H17 1.797 -1.824 -0.901  -0.056
H18 3.056 -1.479 0.214  -0.073
C11 -1.024 3.084 -3.051  -1.548
C12 -2.470 2.898 -2.575  1.367
C13 -2.709 3.380 -1.178  0.148
O9 -3.834 4.264 -1.474  -0.384
C14 -4.241 4.268 -2.677  0.580
O10 -5.232 4.796 -3.156  -0.607
O11 -3.430 3.506 -3.377  -0.422
H19 -0.858 4.161 -3.080  0.419
H20 -0.902 2.783 -4.091  0.385
H21 -0.262 2.632 -2.416  0.260
H22 -2.406 1.816 -2.455  -0.410
H23 -1.807 3.844 -0.779  0.227
H24 -2.962 2.464 -0.643  -0.079
Cl1 -2.799 4.588 2.909  -0.201
C15 -2.216 2.908 2.903  0.286
C16 -2.104 2.468 4.374  -0.510
Cl2 -0.879 3.364 5.332  -0.172
H25 -1.243 2.818 2.418  -0.144
H26 -2.858 2.352 2.220  0.057
H27 -1.882 1.413 4.530  0.243
H28 -3.074 2.549 4.865  0.427
Cl3 0.903 -0.210 5.160  -0.181
C17 0.782 -0.290 3.425  0.461
C18 0.900 -1.682 2.817  0.205
Cl4 -0.462 -2.784 3.370  -0.236
H29 1.591 0.257 2.940  -0.154
H30 -0.133 0.239 3.156  -0.179
H31 1.773 -2.215 3.195  0.526
H32 0.926 -1.639 1.729  -0.489
Cl5 3.731 1.135 1.332  -0.214
C19 3.118 2.781 0.826  0.048
C20 3.914 3.975 1.374  -0.468
Cl6 3.362 4.264 3.091  -0.188
H33 2.102 2.748 1.221  -0.127
H34 3.051 2.781 -0.262  0.258
H35 3.629 4.910 0.891  0.326
H36 4.995 3.865 1.292  0.359

Properties
Orbital gap in eV: 7.56
LUMO in eV: -1.1
Calculated total energy in Ha: -4572.55824

2.
A molecular structure, C20H36IrN6O2S2Se2, computed with ωB97M-V/def2-TZVPD.

Last column: Mulliken charge in e.
Atoms and positions in Å:
Ir1 -0.161 -0.827 -0.553  2.380
C1 -3.796 -2.057 -0.112  -1.117
Se1 -2.769 -0.483 -0.587  0.214
C2 -3.011 -0.565 -2.518  -0.816
C3 -2.256 -1.723 -3.120  -0.699
Se2 -0.326 -1.493 -2.952  0.317
C4 0.133 -3.347 -3.261  -1.062
H1 -4.848 -1.831 -0.269  0.429
H2 -3.623 -2.264 0.941  0.360
H3 -3.496 -2.915 -0.708  0.309
H4 -2.689 0.399 -2.907  0.275
H5 -4.081 -0.670 -2.701  0.576
H6 -2.459 -1.813 -4.188  0.573
H7 -2.507 -2.670 -2.644  0.315
H8 -0.091 -3.552 -4.306  0.427
H9 -0.445 -3.991 -2.605  0.287
H10 1.198 -3.474 -3.082  0.374
C5 0.638 1.857 4.009  -1.393
C6 1.543 1.428 2.920  0.868
N1 2.807 1.664 2.817  -0.700
N2 3.196 1.087 1.638  0.264
C7 2.198 0.491 1.002  0.291
S1 2.207 -0.354 -0.466  -0.646
N3 1.132 0.702 1.797  1.156
N4 -0.137 0.212 1.482  -1.242
H11 1.233 2.288 4.810  0.375
H12 0.068 1.014 4.404  0.310
H13 -0.064 2.616 3.656  0.302
H14 4.162 1.146 1.348  0.202
H15 -0.796 0.987 1.409  0.235
H16 -0.434 -0.422 2.226  0.238
C8 0.194 -4.988 1.446  -1.164
S2 -0.370 -3.322 1.727  0.314
O1 -0.266 -2.690 0.320  -0.097
C9 0.955 -2.696 2.728  0.330
C10 0.634 -2.242 4.005  -0.161
C11 1.656 -1.804 4.839  -0.703
C12 2.972 -1.828 4.395  -0.497
C13 3.277 -2.274 3.110  -0.906
C14 2.268 -2.709 2.266  -0.434
H17 1.232 -4.990 1.123  0.388
H18 -0.455 -5.434 0.694  0.443
H19 0.082 -5.516 2.394  0.461
H20 -0.390 -2.271 4.363  0.519
H21 1.429 -1.469 5.843  0.523
H22 3.767 -1.520 5.061  0.476
H23 4.306 -2.311 2.778  0.508
H24 2.500 -3.067 1.271  0.408
C15 -1.564 3.304 0.171  -0.760
N5 -0.907 3.414 -1.122  0.178
C16 -0.809 4.777 -1.662  -0.628
C17 -0.712 4.718 -3.166  -0.710
C18 0.452 3.836 -3.542  -0.682
N6 0.359 2.537 -2.855  0.228
C19 1.111 1.480 -3.512  -0.640
C20 -0.362 2.349 -1.741  -0.064
O2 -0.590 1.188 -1.221  -1.155
H25 -2.475 3.899 0.172  0.429
H26 -0.914 3.688 0.964  0.298
H27 -1.835 2.274 0.372  0.001
H28 0.053 5.287 -1.223  0.302
H29 -1.702 5.320 -1.355  0.400
H30 -0.582 5.715 -3.582  0.382
H31 -1.637 4.303 -3.573  0.298
H32 1.408 4.303 -3.294  0.341
H33 0.452 3.638 -4.613  0.402
H34 0.630 1.181 -4.445  0.339
H35 1.206 0.624 -2.864  -0.182
H36 2.107 1.855 -3.747  0.411

Properties
Orbital gap in eV: 7.88
Charge: +3
LUMO in eV: -9.1
Calculated total energy in Ha: -6965.38786
ΔE to the lowest compared entry with this formula, charge and spin in kJ/mol: 96.72

3.
C20H36N2O4S in the gas phase, computed with ωB97M-V/def2-TZVPD.

Last column: Mulliken charge in e.
Atoms and positions in Å:
C1 -1.185 0.440 -4.702  -1.292
H1 -1.902 0.040 -3.991  0.269
C2 0.220 0.461 -4.111  -0.479
H2 0.456 -0.529 -3.712  0.094
H3 0.939 0.676 -4.906  0.477
C3 0.415 1.506 -3.008  0.459
C4 1.876 1.533 -2.560  -1.506
H4 2.015 2.282 -1.786  0.329
H5 2.187 0.561 -2.181  0.233
H6 2.518 1.789 -3.400  0.454
H7 0.158 2.495 -3.399  0.424
C5 -0.525 1.251 -1.815  -0.472
N1 -0.285 -0.025 -1.184  1.264
C6 -1.189 -1.027 -1.170  -0.248
O1 -2.271 -0.942 -1.719  -0.715
C7 -0.767 -2.249 -0.367  0.245
C8 0.613 -2.784 -0.755  -0.389
C9 0.943 -4.026 0.069  -1.215
C10 0.921 -3.708 1.565  1.139
C11 1.267 -4.944 2.389  -1.816
H8 1.264 -4.709 3.451  0.418
H9 0.542 -5.735 2.211  0.363
H10 2.253 -5.318 2.123  0.420
C12 -0.455 -3.163 1.950  -1.335
C13 -0.797 -1.922 1.130  0.051
H11 -0.068 -1.138 1.351  -0.304
H12 -1.791 -1.559 1.406  0.380
H13 -0.468 -2.914 3.013  0.440
H14 -1.209 -3.934 1.777  0.376
H15 1.668 -2.931 1.766  0.051
H16 1.928 -4.402 -0.214  0.446
H17 0.213 -4.810 -0.143  0.337
H18 1.379 -2.028 -0.565  0.126
H19 0.629 -3.026 -1.820  0.282
H20 -1.515 -3.023 -0.570  0.503
H21 0.580 -0.117 -0.674  -0.607
C14 -0.441 2.382 -0.787  -0.037
O2 -0.069 3.507 -1.045  -0.709
N2 -0.814 2.001 0.456  0.313
H22 -1.187 1.076 0.597  0.055
C15 -0.793 2.900 1.576  0.114
C16 -2.168 3.062 2.218  0.042
O3 -2.368 3.689 3.224  -0.615
O4 -3.109 2.413 1.537  -0.245
C17 -4.438 2.515 2.034  -0.715
H23 -4.479 2.181 3.072  0.319
H24 -4.781 3.550 1.983  0.296
H25 -5.047 1.878 1.398  0.237
H26 -0.497 3.881 1.175  0.581
C18 0.219 2.468 2.650  -1.096
C19 1.640 2.388 2.111  -1.168
H27 2.362 2.462 2.925  0.655
H28 1.827 3.177 1.381  0.390
S1 1.969 0.788 1.287  0.296
C20 3.695 1.076 0.821  -1.174
H29 4.045 0.183 0.314  0.391
H30 4.286 1.251 1.716  0.395
H31 3.749 1.930 0.151  0.300
H32 0.175 3.200 3.458  0.485
H33 -0.073 1.496 3.057  0.345
H34 -1.560 1.225 -2.178  0.611
H35 -1.206 -0.194 -5.587  0.418
H36 -1.494 1.442 -4.992  0.313

Properties
Orbital gap in eV: 9.34
Structure (SMILES): CC[C@H](C)[C@@H](NC(=O)[C@H]1CC[C@H](C)CC1)C(=O)N[C@H](CCSC)C(=O)OC
LUMO in eV: 0.5
Calculated total energy in Ha: -1592.43184
ΔE to the lowest compared entry with this formula, charge and spin in kJ/mol: 0.00

4.
A molecular structure, C20H36N5OPb, computed with ωB97M-V/def2-TZVPD.

Last column: Mulliken charge in e.
Atoms and positions in Å:
Pb1 -5.081 4.215 -0.567  1.419
O1 -1.967 1.924 0.242  -0.678
H1 -1.471 1.094 0.382  0.246
C1 -0.528 -6.333 2.386  -1.095
C2 -1.282 -5.065 2.145  -0.362
C3 -0.496 -3.701 2.244  -0.388
C4 0.076 -3.520 3.607  0.216
N1 0.487 -3.338 4.691  -0.427
H2 0.522 -6.155 2.154  0.299
H3 -0.940 -7.216 1.897  0.330
H4 -0.524 -6.527 3.459  0.307
H5 -2.120 -5.005 2.839  0.290
H6 -1.647 -5.106 1.119  0.281
H7 -1.149 -2.854 2.036  0.272
H8 0.374 -3.679 1.587  0.278
C5 1.942 5.134 -5.923  -1.115
C6 1.520 3.812 -5.272  -0.461
C7 1.329 4.088 -3.749  -0.475
C8 0.213 5.012 -3.462  0.329
N2 -0.700 5.735 -3.297  -0.488
H9 1.208 5.938 -5.872  0.354
H10 2.093 4.945 -6.986  0.330
H11 2.929 5.445 -5.580  0.310
H12 2.153 2.943 -5.452  0.345
H13 0.603 3.453 -5.737  0.291
H14 2.243 4.480 -3.302  0.289
H15 1.211 3.130 -3.242  0.298
C9 -5.597 0.036 7.412  -1.104
C10 -4.430 -0.333 6.501  -0.466
C11 -3.698 0.821 5.818  -0.353
C12 -4.617 1.708 5.170  0.239
N3 -5.326 2.401 4.627  -0.458
H16 -5.299 0.623 8.281  0.305
H17 -5.993 -0.927 7.733  0.315
H18 -6.338 0.553 6.802  0.364
H19 -4.855 -0.953 5.711  0.265
H20 -3.782 -0.978 7.094  0.345
H21 -2.879 0.590 5.137  0.325
H22 -3.298 1.445 6.618  0.228
C13 -3.352 -2.673 -4.973  -1.208
C14 -2.426 -2.638 -3.796  -0.252
C15 -1.354 -1.585 -4.004  -0.374
C16 -0.674 -1.677 -5.304  0.154
N4 -0.118 -1.777 -6.306  -0.413
H23 -2.813 -2.829 -5.907  0.380
H24 -3.822 -1.703 -5.138  0.304
H25 -4.087 -3.472 -4.876  0.323
H26 -1.911 -3.576 -3.586  0.289
H27 -3.034 -2.371 -2.932  0.247
H28 -0.595 -1.622 -3.223  0.313
H29 -1.680 -0.548 -4.075  0.239
C17 5.446 1.899 0.951  -1.107
C18 6.352 0.886 0.187  -0.472
C19 7.685 1.452 -0.280  -0.391
C20 8.481 2.124 0.728  0.258
N5 9.179 2.694 1.473  -0.411
H30 5.379 2.841 0.408  0.295
H31 5.737 2.061 1.988  0.339
H32 4.439 1.483 0.990  0.339
H33 5.815 0.404 -0.631  0.345
H34 6.606 0.084 0.880  0.255
H35 7.660 2.123 -1.138  0.281
H36 8.203 0.584 -0.689  0.269

Properties
Orbital gap in eV: 3.65
Charge: +1
LUMO in eV: -8.3
Calculated total energy in Ha: -1324.94265
ΔE to the lowest compared entry with this formula, charge and spin in kJ/mol: 945.69

Copy entry 2 word for word.
A molecular structure, C20H36IrN6O2S2Se2, computed with ωB97M-V/def2-TZVPD.

Last column: Mulliken charge in e.
Atoms and positions in Å:
Ir1 -0.161 -0.827 -0.553  2.380
C1 -3.796 -2.057 -0.112  -1.117
Se1 -2.769 -0.483 -0.587  0.214
C2 -3.011 -0.565 -2.518  -0.816
C3 -2.256 -1.723 -3.120  -0.699
Se2 -0.326 -1.493 -2.952  0.317
C4 0.133 -3.347 -3.261  -1.062
H1 -4.848 -1.831 -0.269  0.429
H2 -3.623 -2.264 0.941  0.360
H3 -3.496 -2.915 -0.708  0.309
H4 -2.689 0.399 -2.907  0.275
H5 -4.081 -0.670 -2.701  0.576
H6 -2.459 -1.813 -4.188  0.573
H7 -2.507 -2.670 -2.644  0.315
H8 -0.091 -3.552 -4.306  0.427
H9 -0.445 -3.991 -2.605  0.287
H10 1.198 -3.474 -3.082  0.374
C5 0.638 1.857 4.009  -1.393
C6 1.543 1.428 2.920  0.868
N1 2.807 1.664 2.817  -0.700
N2 3.196 1.087 1.638  0.264
C7 2.198 0.491 1.002  0.291
S1 2.207 -0.354 -0.466  -0.646
N3 1.132 0.702 1.797  1.156
N4 -0.137 0.212 1.482  -1.242
H11 1.233 2.288 4.810  0.375
H12 0.068 1.014 4.404  0.310
H13 -0.064 2.616 3.656  0.302
H14 4.162 1.146 1.348  0.202
H15 -0.796 0.987 1.409  0.235
H16 -0.434 -0.422 2.226  0.238
C8 0.194 -4.988 1.446  -1.164
S2 -0.370 -3.322 1.727  0.314
O1 -0.266 -2.690 0.320  -0.097
C9 0.955 -2.696 2.728  0.330
C10 0.634 -2.242 4.005  -0.161
C11 1.656 -1.804 4.839  -0.703
C12 2.972 -1.828 4.395  -0.497
C13 3.277 -2.274 3.110  -0.906
C14 2.268 -2.709 2.266  -0.434
H17 1.232 -4.990 1.123  0.388
H18 -0.455 -5.434 0.694  0.443
H19 0.082 -5.516 2.394  0.461
H20 -0.390 -2.271 4.363  0.519
H21 1.429 -1.469 5.843  0.523
H22 3.767 -1.520 5.061  0.476
H23 4.306 -2.311 2.778  0.508
H24 2.500 -3.067 1.271  0.408
C15 -1.564 3.304 0.171  -0.760
N5 -0.907 3.414 -1.122  0.178
C16 -0.809 4.777 -1.662  -0.628
C17 -0.712 4.718 -3.166  -0.710
C18 0.452 3.836 -3.542  -0.682
N6 0.359 2.537 -2.855  0.228
C19 1.111 1.480 -3.512  -0.640
C20 -0.362 2.349 -1.741  -0.064
O2 -0.590 1.188 -1.221  -1.155
H25 -2.475 3.899 0.172  0.429
H26 -0.914 3.688 0.964  0.298
H27 -1.835 2.274 0.372  0.001
H28 0.053 5.287 -1.223  0.302
H29 -1.702 5.320 -1.355  0.400
H30 -0.582 5.715 -3.582  0.382
H31 -1.637 4.303 -3.573  0.298
H32 1.408 4.303 -3.294  0.341
H33 0.452 3.638 -4.613  0.402
H34 0.630 1.181 -4.445  0.339
H35 1.206 0.624 -2.864  -0.182
H36 2.107 1.855 -3.747  0.411

Properties
Orbital gap in eV: 7.88
Charge: +3
LUMO in eV: -9.1
Calculated total energy in Ha: -6965.38786
ΔE to the lowest compared entry with this formula, charge and spin in kJ/mol: 96.72

Which value of LUMO does entry 2 give? -9.1 eV